[1]
Computed, not measured: an isolated molecule of C5H8N2 at a distorted geometry, with ωB97M-V/def2-TZVPD.

```
15
Properties=species:S:1:pos:R:3:mulliken_charge:R:1
C -1.75193 0.27523 -0.46197 -1.4338
C -0.36722 -0.06401 0.03970 1.1370
C 0.64824 1.06408 0.21679 -0.5204
C 1.95728 0.34050 -0.10110 -0.1530
N 1.75740 -0.79449 -0.64752 -0.5207
N 0.37730 -1.15150 -0.69743 -0.3895
C -0.15053 -1.38145 0.64630 -0.7725
H -1.66717 0.78709 -1.41323 0.3073
H -2.34394 -0.59152 -0.66594 0.4023
H -2.28248 0.93033 0.26835 0.3119
H 0.60056 1.88821 -0.50690 0.3144
H 0.62398 1.47933 1.23563 0.2887
H 2.93193 0.76319 0.05039 0.4414
H -0.98456 -2.02862 0.64394 0.3153
H 0.65117 -1.51637 1.39300 0.2716
```

Results
- DFT total energy (Ha) = -304.74895
- E_LUMO (eV) = 1.018
- SMILES = C[C@]12CC=NN1C2

***

[2]
Computed, not measured: a cluster of 2 separate species, C26H25N2O in total at a distorted geometry, with ωB97M-V/def2-TZVPD.

```
54
Properties=species:S:1:pos:R:3:mulliken_charge:R:1
C 5.35736 0.05778 0.89506 -1.2118
C 4.47688 1.24047 0.60343 0.5645
N 3.14678 0.99920 0.97527 0.0749
C 2.14517 1.98154 0.90158 0.4645
C 1.96311 2.70456 -0.35906 1.0464
C 1.12153 3.83858 -0.40252 -0.6310
C 0.85391 4.49618 -1.60511 -0.6601
C 1.46408 4.06445 -2.78928 -0.4072
C 2.32282 2.95736 -2.76124 -0.7988
C 2.53447 2.25780 -1.56892 -0.1405
C 1.32453 2.12127 1.98977 -1.3756
O 4.86966 2.27716 0.09430 -0.5328
H 4.77530 -0.86712 0.96517 0.2565
H 6.10012 -0.04045 0.10021 0.3561
H 5.87790 0.23257 1.84444 0.3085
H 3.09481 0.39370 1.78834 0.3478
H 0.66917 4.18739 0.52633 0.3127
H 0.16504 5.34243 -1.60911 0.3866
H 1.25880 4.57888 -3.72867 0.3870
H 2.82374 2.62293 -3.66965 0.3761
H 3.15051 1.35800 -1.58745 0.3376
H 0.48785 2.80429 1.94255 0.1915
H 1.52816 1.55505 2.89415 0.3686
C 1.63249 -3.11335 -1.76866 -0.8182
N 0.47426 -2.53478 -1.11792 0.1974
C 0.52119 -1.79754 0.02105 -1.2165
C -0.79943 -1.46853 0.42830 1.2288
C -1.14797 -0.86577 1.63188 -0.5720
C -2.46318 -0.41982 1.99723 0.6569
C -3.29162 0.31023 1.10048 -0.7129
C -4.56599 0.72622 1.48379 -0.4593
C -5.06181 0.40813 2.75648 -0.4278
C -4.25768 -0.30619 3.65849 -0.5602
C -2.97108 -0.69119 3.29843 -0.4609
C -1.68718 -2.05536 -0.58936 0.9140
C -3.05999 -2.23220 -0.70208 -0.0324
C -3.57097 -2.96310 -1.79078 -0.9067
C -2.71819 -3.58029 -2.71887 -0.6446
C -1.32315 -3.46975 -2.58787 -0.9872
C -0.84946 -2.69651 -1.53572 0.2947
H 1.30902 -3.67052 -2.65198 0.2660
H 2.33360 -2.32255 -2.06970 0.3068
H 2.15751 -3.79483 -1.08407 0.3535
H 1.46298 -1.56280 0.50790 0.4893
H -0.36232 -0.81664 2.38992 0.4442
H -2.91266 0.54888 0.10374 0.5430
H -5.18003 1.29729 0.78409 0.4135
H -6.06734 0.71876 3.04590 0.4052
H -4.64282 -0.56612 4.64709 0.3968
H -2.34009 -1.25412 3.99147 0.4053
H -3.72260 -1.80845 0.04917 0.3906
H -4.65046 -3.06283 -1.91035 0.4068
H -3.13407 -4.16052 -3.54188 0.3979
H -0.62267 -3.95977 -3.26576 0.2662
```

Results
- DFT total energy (Ha) = -1190.26158
- total charge = +1
- E_LUMO (eV) = -5.044

***

[3]
Computed, not measured: a structure of composition C72H64N6O4PSSc, with ωB97M-V/def2-TZVPD.

```
149
Properties=species:S:1:pos:R:3:mulliken_charge:R:1
Sc 0.97064 0.32290 0.09205 -0.3592
C 6.07500 8.84862 -1.70438 -0.8458
O 5.08974 8.61941 -0.71897 -0.4589
C 4.56417 7.36963 -0.63526 0.9657
C 4.98144 6.28735 -1.40044 -0.6490
C 4.36134 5.05492 -1.24713 -0.6243
C 3.33108 4.86677 -0.33187 -0.0854
C 2.93099 5.96208 0.43426 -0.1112
C 3.53171 7.19614 0.28390 -1.0045
C 2.69960 3.52847 -0.19792 0.7321
C 2.79744 2.86604 1.02380 0.1601
C 3.39375 3.39459 2.21971 -1.1987
C 3.10362 2.52450 3.22010 -1.4246
C 2.38381 1.43142 2.62478 -0.4138
N 2.24292 1.64078 1.29524 0.5587
C 1.98302 0.26781 3.33230 0.9640
C 2.12228 -0.99267 2.68681 -0.2106
C 2.66651 -2.18089 3.27899 -1.5900
C 2.83741 -3.07942 2.27685 -1.5177
C 2.35312 -2.46696 1.07220 0.3022
C 2.32750 -3.06509 -0.18753 0.9905
C 2.84631 -4.45112 -0.31465 -0.1139
C 2.29175 -5.51283 0.38811 -0.6346
C 2.80916 -6.79857 0.28900 -0.5767
C 3.90771 -7.04157 -0.52411 0.8745
O 4.50640 -8.25092 -0.67591 -0.4664
C 3.93841 -9.35015 0.00354 -0.8376
C 4.46761 -5.98686 -1.24434 -0.9652
C 3.94498 -4.71523 -1.13914 -0.2604
C 1.90734 -2.42675 -1.36806 0.2154
N 1.55295 -1.11353 -1.49254 0.2128
C 1.22974 -0.91066 -2.80730 0.0575
C 0.93278 0.34077 -3.37689 0.7995
C 0.33247 0.39583 -4.73543 -0.3980
C -0.89672 1.03702 -4.86144 -0.2433
C -1.61126 1.01696 -6.04782 -0.3866
C -1.07830 0.37079 -7.15649 0.7641
O -1.71052 0.25735 -8.35662 -0.4808
C -3.00491 0.81718 -8.45943 -0.7877
C 0.18607 -0.20702 -7.06775 -1.2139
C 0.87830 -0.20111 -5.87209 -0.1938
C 1.18016 1.56590 -2.73727 0.7831
C 1.28494 2.82212 -3.42993 -1.5676
C 1.85144 3.69978 -2.56567 -1.7017
C 2.06614 2.99574 -1.33038 0.5312
N 1.61036 1.71505 -1.44744 0.4147
C 1.31593 -2.15803 -3.51854 -1.4121
C 1.75534 -3.08803 -2.63406 -1.5530
N 1.94650 -1.18557 1.34955 0.8092
C 1.38978 0.41368 4.66711 1.2076
C 1.10391 -0.67067 5.51800 -0.0423
C 0.31419 -0.52605 6.63604 -1.1119
C -0.25408 0.70439 6.95209 0.9642
O -1.11084 0.72552 8.01162 -0.4969
C -1.78435 1.94033 8.27586 -0.8828
C 0.04348 1.80465 6.16099 -0.9878
C 0.84684 1.65272 5.04250 -0.6933
H 6.28840 9.91385 -1.67637 0.2490
H 5.71300 8.58278 -2.70139 0.3402
H 6.99243 8.29220 -1.49245 0.3286
H 5.78420 6.38307 -2.11846 0.3855
H 4.69238 4.21806 -1.84929 0.5067
H 2.11825 5.84745 1.14113 0.5388
H 3.20735 8.04890 0.86612 0.4143
H 3.96512 4.30516 2.29321 0.6740
H 3.41202 2.57530 4.25229 0.7017
H 2.99141 -2.28125 4.30143 0.8916
H 3.26777 -4.06404 2.34465 0.6967
H 1.43030 -5.33741 1.02132 0.5561
H 2.35283 -7.59923 0.85533 0.3806
H 4.54088 -10.21384 -0.26536 0.2475
H 2.90448 -9.52232 -0.30909 0.3350
H 3.97218 -9.21668 1.08868 0.3266
H 5.32515 -6.19010 -1.87274 0.4201
H 4.40294 -3.90224 -1.68823 0.5561
H -1.30847 1.53588 -3.99732 0.5147
H -2.58130 1.49322 -6.07880 0.4713
H -3.34991 0.59696 -9.46613 0.2504
H -2.98475 1.90061 -8.31078 0.3144
H -3.69051 0.36821 -7.73479 0.2909
H 0.60225 -0.66300 -7.95706 0.4704
H 1.86432 -0.64467 -5.82046 0.6648
H 1.01296 2.98397 -4.45966 0.6093
H 2.10487 4.73251 -2.73684 0.6470
H 1.07274 -2.30911 -4.55585 0.6273
H 1.93863 -4.13300 -2.81972 0.6292
H 1.48586 -1.65209 5.29017 -0.0396
H 0.09315 -1.37352 7.27377 0.4219
H -2.48651 1.72786 9.07818 0.2516
H -2.33259 2.29137 7.39650 0.3426
H -1.09084 2.72063 8.59998 0.3431
H -0.36295 2.78183 6.38255 0.4141
H 1.01590 2.51653 4.41793 0.2537
C -5.18638 0.03999 -1.93170 -2.0839
C -4.21029 -0.73704 -2.77386 0.9636
C -4.72221 -1.37127 -3.90607 -0.8420
C -3.92723 -2.09991 -4.77487 -1.0346
C -2.57038 -2.20620 -4.52516 -0.7613
C -2.04869 -1.60524 -3.39378 -0.0176
C -2.83520 -0.86483 -2.50661 0.9273
P -1.88241 -0.23647 -1.03920 1.3565
C -3.01301 -0.98294 0.21682 1.3500
C -3.94943 -0.23477 0.92088 -0.1240
C -4.90288 -0.85380 1.71420 -0.9154
C -4.91244 -2.23457 1.82109 -0.9415
C -3.93511 -2.98206 1.18161 -0.7243
C -2.97100 -2.37871 0.38229 0.0384
C -1.89955 -3.21278 -0.26369 -1.2173
C -2.15668 1.55718 -0.99723 0.0863
C -2.74989 2.26498 -2.04346 -0.3333
C -2.64706 3.64153 -2.12661 -0.8352
C -1.91680 4.32119 -1.15721 -0.8925
C -1.33544 3.64043 -0.10888 -0.3343
C -1.43035 2.24051 0.01453 1.2674
C -0.78448 1.50611 1.09165 -0.4782
H -5.94955 0.48572 -2.57101 0.5523
H -4.70491 0.82904 -1.36630 0.1683
H -5.68504 -0.62601 -1.22485 0.3637
H -5.78525 -1.29283 -4.10687 0.4764
H -4.36943 -2.58463 -5.63655 0.4262
H -1.92415 -2.75185 -5.20176 0.4836
H -0.99713 -1.71355 -3.17583 -0.0547
H -3.93536 0.84671 0.83402 0.2761
H -5.64859 -0.26145 2.23180 0.4770
H -5.67478 -2.73352 2.40890 0.4687
H -3.91351 -4.05864 1.31032 0.3887
H -1.91999 -4.23264 0.11914 0.5340
H -0.91506 -2.79147 -0.04790 -0.2189
H -2.02675 -3.24202 -1.34774 0.2668
H -3.28182 1.72197 -2.81540 0.2630
H -3.10792 4.17699 -2.94696 0.4270
H -1.80684 5.39713 -1.22727 0.3758
H -0.76910 4.18979 0.63607 0.3912
H -1.41103 0.71310 1.50893 -1.4121
H -0.45907 2.16754 1.89673 0.8724
C -3.80465 -0.28920 5.04536 -1.4545
N -2.62210 -0.59414 4.26343 0.4145
C -2.03073 -1.77116 4.02131 -0.1005
S -0.79840 -1.84493 2.88154 0.0712
N -2.37155 -2.90126 4.67160 -0.0255
C -3.27054 -3.12405 5.78936 -1.0469
H -4.22346 0.64455 4.67456 0.3946
H -3.56967 -0.16329 6.10418 0.2572
H -4.56380 -1.06145 4.92990 0.4815
H -2.22787 0.15304 3.71428 0.0251
H -1.86507 -3.69614 4.32328 0.2447
H -3.25405 -2.28386 6.47944 0.3038
H -2.92939 -4.00581 6.32854 0.3398
H -4.29762 -3.30436 5.45999 0.2844
```

Results
- DFT total energy (Ha) = -4911.94845
- E_LUMO (spin up / spin down) (eV) = -1.038 / -1.038

***

[4]
Computed, not measured: a cluster of 2 separate species, CH4O3PS2 in total at a distorted geometry, with ωB97M-V/def2-TZVPD.

```
11
Properties=species:S:1:pos:R:3:mulliken_charge:R:1
C -0.41728 -0.20940 -0.50849 -0.5971
O 4.56260 -0.29165 1.18297 -0.5632
O 4.04733 -0.41111 -1.28268 -0.5500
O 3.31104 1.52377 0.07192 -0.5855
P 0.23863 -1.68095 0.52951 0.0238
S 0.09782 1.40375 0.08700 -0.2241
S 3.69834 0.11884 0.06570 0.7324
H -1.46311 0.06968 -0.39965 0.2625
H -0.10152 -0.45342 -1.47025 0.3311
H 0.16831 -1.02885 1.71358 0.0108
H 1.44068 1.27350 -0.01083 0.1593
```

Results
- DFT total energy (Ha) = -1403.92418
- total charge = -1
- E_LUMO (spin up / spin down) (eV) = 3.246 / 2.077